# 1
Formula: H80O40
Source: OMol25
Level of theory: ωB97M-V with the def2-TZVPD basis set

The geometry in XYZ format:
```
120
H80O40 ωB97M-V with the def2-TZVPD basis set
H 0.41375 -2.73256 -2.88859
H -0.30593 -3.52023 -3.86586
O -0.52433 -2.68017 -3.40075
H 2.52119 -2.49273 5.44680
H 1.67559 -1.96203 4.32019
O 2.57545 -2.33007 4.52448
H 1.25210 -4.29280 -0.85004
H 0.89457 -5.70023 -1.32309
O 1.49681 -5.28148 -0.74744
H -1.18368 4.85538 4.00613
H -1.89634 4.70364 2.80005
O -2.03574 4.92181 3.73336
H -0.37544 6.40169 -2.33927
H 0.95644 6.20647 -3.07889
O 0.41081 5.81007 -2.56537
H 1.69889 -3.47401 -4.55362
O 2.16583 -4.25345 -4.38002
H 1.61565 -2.44739 -0.15292
O 2.37908 -2.79888 -0.41316
H -4.57869 2.28273 0.93379
H -5.61017 0.92248 0.67618
O -5.52119 1.91279 0.81065
H 3.50088 -4.75931 -1.43665
H 4.79997 -4.37143 -2.45035
O 4.53393 -4.66042 -1.50645
H 3.23219 6.09520 1.15718
H 2.26011 4.77555 1.61648
O 2.74121 5.60996 1.89363
H -3.41749 -3.12032 0.18844
H -4.44833 -4.36083 0.82165
O -3.53602 -3.78799 0.90140
H 3.82303 -1.13220 -4.03008
O 3.37585 -1.73702 -4.54881
H -1.97352 -3.18374 -4.52659
H -1.46086 -3.22546 -5.89578
O -2.04156 -3.74243 -5.33619
H 0.89857 -4.89980 1.17479
H -0.31170 -4.25621 1.42809
O 0.55771 -3.94707 1.32466
H -4.46644 -1.33182 2.74757
H -3.98737 -0.21129 3.23510
O -4.10347 -1.09014 3.51916
H 3.25608 0.56631 3.60442
H 4.40731 -0.13808 2.72614
O 3.55993 0.16404 2.69633
H 2.07883 1.11040 5.56342
H 1.15853 1.32954 4.52768
O 2.05325 1.35523 4.66635
H 3.33788 0.18272 -1.93694
H 3.11196 -1.02719 -0.97447
O 3.57987 -0.83610 -1.74037
H -3.90456 -3.09242 -3.56802
O -4.67124 -3.27589 -3.08318
H -0.68991 -4.64113 3.64215
H -2.08012 -4.31734 2.83875
O -1.48714 -4.99933 3.30701
H -0.25535 -2.14703 5.20998
O -0.18117 -1.30784 5.85453
H 5.48064 -2.47245 0.53611
H 5.12793 -1.02433 0.18370
O 4.77899 -1.85859 0.50428
H -0.82079 0.20117 5.13343
H -1.71209 0.79931 4.02781
O -1.06303 1.05440 4.78361
H -1.05489 1.35372 -3.13535
H -1.94827 2.08933 -2.11394
O -1.46708 1.25328 -2.25243
H -2.42038 -0.44946 -3.26554
H -4.08408 -0.49882 -3.42808
O -3.20098 -0.94184 -3.66399
H -5.13990 0.65963 -1.62442
H -6.66223 0.84845 -1.52127
O -5.98461 0.42754 -2.01005
H -0.28440 -0.95592 2.61077
H 0.49419 -2.42586 2.97839
O 0.37623 -1.48953 3.13665
H 2.53519 3.58322 -1.35995
H 3.95530 3.78967 -1.73248
O 3.06836 3.61233 -2.12089
H 0.08334 3.81007 -3.74658
H 1.50396 3.42840 -3.83231
O 0.70905 3.15080 -4.21711
H -3.65842 3.28728 3.56825
H -4.93105 3.24771 2.84596
O -4.02665 2.81013 2.77403
H -3.85064 -0.63391 -0.08979
H -2.68466 0.22820 0.51012
O -3.71717 0.24947 0.20174
H 3.45958 1.42321 0.71516
O 3.77340 2.24064 1.08714
H 5.10254 4.15273 0.94241
H 3.87259 3.81382 0.59013
O 4.43095 4.50143 0.45085
H -4.42364 -3.83286 -2.48248
H 3.03989 -3.53772 -4.48762
H -0.81810 -1.49938 6.45812
H 2.99978 -2.64646 0.24801
H 2.59315 -1.50295 -4.28616
H 3.99346 1.91812 2.00276
O -4.28099 3.61933 -1.17195
H -5.21699 3.74257 -1.26769
H -3.62232 4.18095 -1.44334
O -2.11064 -1.98651 -1.25380
H -1.33200 -1.68714 -1.81930
H -2.65810 -2.55408 -1.81042
O 2.40410 1.16344 -3.62510
H 1.56350 1.39571 -3.88622
H 3.12346 1.25422 -4.21318
O 1.07107 2.60702 1.80009
H 1.68272 1.93433 2.13118
H 0.41582 2.92673 2.58364
O 0.27401 0.10529 1.17905
H 0.35774 1.00405 0.97986
H 0.99600 -0.56320 1.16478
O -0.99505 0.30828 -4.76496
H -1.80210 0.08255 -4.25325
H -1.11048 0.43292 -5.67260
O 0.55221 4.52410 3.42444
H 0.58299 5.18520 2.79050
H 1.40402 4.52010 3.90566
```

gap between HOMO and LUMO (spin up / spin down) = 1.90 / 9.93 eV
energy above the lowest of the compared OMol25 structures with the same formula, charge and spin = 205.31 kcal/mol
multiplicity = 2
E = -3057.2254 hartree
expectation value of S² = 0.751
HOMO energy (spin up / spin down) = -0.0070 / -0.3038 Ha
net charge = -1



# 2
Formula: C18H26N2O7S
Source: OMol25
Level of theory: ωB97M-V with the def2-TZVPD basis set

The geometry in XYZ format:
```
54
C18H26N2O7S ωB97M-V with the def2-TZVPD basis set
C 4.69256 -0.38279 6.95651
C 3.54790 0.53949 6.56132
H 3.88916 1.57236 6.46436
H 2.74232 0.47978 7.30051
O 3.02439 0.20195 5.27714
C 2.12339 -0.78984 5.23764
O 1.72859 -1.38457 6.22061
C 1.63757 -1.09988 3.90224
C 1.88755 -0.61621 2.62977
C 1.06148 -1.37150 1.75082
C 0.33345 -2.28076 2.52419
N 0.70021 -2.10492 3.79952
H 0.35882 -2.60267 4.60861
C -0.66379 -3.30075 2.12038
H -0.90161 -3.17545 1.06896
H -1.57264 -3.19748 2.71141
H -0.26805 -4.30417 2.27886
C 0.93311 -1.22745 0.31073
O 0.10531 -1.78406 -0.38287
O 1.86036 -0.40842 -0.22580
C 1.67038 -0.15294 -1.60358
H 1.68906 -1.09521 -2.15336
H 2.50198 0.48830 -1.90549
C 0.35002 0.61324 -1.77346
O -0.03703 1.33505 -0.87791
N -0.31441 0.48626 -2.94882
C 0.10291 -0.39853 -4.02032
C -0.31174 -1.85369 -3.77952
H -0.15835 -2.12738 -2.73870
H 0.27264 -2.51626 -4.41268
H -1.36322 -2.00499 -4.00459
H 1.18777 -0.32683 -4.13352
H -0.33859 -0.03390 -4.94987
C -1.53982 1.25876 -3.09222
C -2.74691 0.47396 -3.56901
H -3.22995 -0.09818 -2.78521
H -2.54598 -0.14517 -4.43668
S -3.88330 1.78660 -4.15308
O -4.22404 1.52376 -5.52482
O -4.96359 1.98213 -3.23004
C -2.69601 3.17491 -4.06816
C -1.36933 2.45202 -4.05069
H -1.13469 2.09690 -5.05625
H -0.55662 3.09338 -3.70738
H -2.84139 3.81390 -4.93193
H -2.89451 3.71424 -3.14741
H -1.74646 1.65483 -2.09040
C 2.80575 0.48546 2.25108
H 2.27171 1.21563 1.64619
H 3.20646 0.96342 3.13864
H 3.62568 0.09943 1.64742
H 5.46827 -0.36702 6.19453
H 4.32605 -1.40030 7.06752
H 5.11455 -0.05513 7.90223
```

gap between HOMO and LUMO = 9.19 eV
E = -1735.9310 hartree
SMILES string = CCOC(=O)c1[nH]c(C)c(C(=O)OCC(=O)N(CC)[C@H]2CCS(=O)(=O)C2)c1C
HOMO energy = -0.3166 Ha
net charge = 0



# 3
Formula: C28H38Cl5N2OOsSbSi3
Source: OMol25
Level of theory: ωB97M-V with the def2-TZVPD basis set

The geometry in XYZ format:
```
79
C28H38Cl5N2OOsSbSi3 ωB97M-V with the def2-TZVPD basis set
Os 1.84021 0.11858 -1.35493
C -2.20191 -1.99728 1.38719
Sb -0.39100 -0.88907 1.03386
C 0.49621 -1.44758 -0.85137
C 1.16510 -2.75664 -0.50730
C 2.32911 -3.21000 -1.13948
C 2.87219 -4.42394 -0.77064
C 2.25998 -5.16864 0.23081
C 1.12023 -4.64795 0.81105
N 0.58223 -3.48068 0.45463
Si -0.58104 -1.79110 -2.39018
C 0.35982 -2.75574 -3.69356
C -1.21351 -0.20174 -3.15564
C -1.98580 -2.94126 -1.90290
C -1.24007 1.18812 0.90081
C -0.45986 2.14282 0.04680
C -0.85925 3.49670 0.08680
C -0.29179 4.47069 -0.68534
C 0.72991 4.10400 -1.55345
C 1.13026 2.79860 -1.53154
N 0.58546 1.81695 -0.75420
Si -0.95988 1.78966 2.73757
C -1.28293 0.46684 4.02753
C -2.00771 3.26021 3.29489
C 0.78845 2.41834 2.91310
Si -3.14220 1.27318 0.54986
C -3.85835 2.99475 0.25548
C -3.70476 0.38063 -0.99795
C -4.15819 0.60689 1.98700
H -1.91382 -3.01335 1.12331
H -3.08557 -1.71217 0.82616
H -2.40599 -1.95010 2.45589
H 2.78874 -2.62114 -1.92125
H 3.76888 -4.78499 -1.25876
H 2.65613 -6.12053 0.55556
H 0.60807 -5.18389 1.60322
H 1.22983 -2.21186 -4.05931
H -0.29957 -2.95744 -4.54281
H 0.69245 -3.71955 -3.30177
H -0.43994 0.24104 -3.78503
H -1.52203 0.54204 -2.42080
H -2.07692 -0.42614 -3.78851
H -1.56352 -3.89794 -1.58565
H -2.61525 -3.12961 -2.77727
H -2.62399 -2.59208 -1.09453
H -1.65267 3.75794 0.76532
H -0.63406 5.49494 -0.61266
H 1.22231 4.80276 -2.21306
H 1.94681 2.49171 -2.16892
H -2.29870 0.07599 3.98477
H -1.15587 0.93791 5.00650
H -0.58536 -0.36917 3.97288
H -3.08332 3.11127 3.30274
H -1.79619 4.18377 2.75251
H -1.70042 3.43792 4.33099
H 1.54478 1.65330 2.78888
H 0.89010 2.82101 3.92559
H 1.00912 3.23370 2.22097
H -3.49829 3.44529 -0.67154
H -3.73929 3.71290 1.06443
H -4.93342 2.82633 0.13241
H -3.48943 0.96750 -1.89185
H -4.79447 0.30054 -0.92766
H -3.30591 -0.61828 -1.14894
H -4.07702 1.19836 2.89503
H -3.96961 -0.43209 2.24414
H -5.19995 0.67472 1.65719
Cl 2.77337 -0.07236 1.35609
C 4.21114 -0.09393 0.42656
C 3.88296 -0.05613 -0.91973
C 4.97152 -0.12023 -1.79832
Cl 4.74729 -0.11781 -3.50947
C 6.28330 -0.20535 -1.30979
Cl 7.61301 -0.28394 -2.40217
C 6.54145 -0.22858 0.05874
Cl 8.14994 -0.32555 0.65952
C 5.47609 -0.17716 0.95355
Cl 5.70362 -0.21136 2.65733
O 1.82873 0.10643 -3.03936
```

gap between HOMO and LUMO (spin up / spin down) = 7.08 / 7.08 eV
energy above the lowest of the compared OMol25 structures with the same formula, charge and spin = 0.00 kcal/mol
E = -4774.8702 hartree
HOMO energy (spin up / spin down) = -0.2714 / -0.2713 Ha
net charge = 0



# 4
Formula: C24H35IrO
Source: OMol25
Level of theory: ωB97M-V with the def2-TZVPD basis set

The geometry in XYZ format:
```
61
C24H35IrO ωB97M-V with the def2-TZVPD basis set
C 1.11012 -2.40825 0.43372
C 2.04745 -1.60463 -0.30865
C 1.72608 -1.73282 -1.70187
C 0.52748 -2.52727 -1.81454
C 0.16720 -2.97030 -0.49041
Ir 0.03812 -0.76020 -0.63323
C -1.91660 1.97434 -0.22402
C -1.98366 0.93065 0.80156
H -2.30932 1.15886 1.81621
C -1.54407 -0.41441 0.53439
H -2.36582 -0.94449 0.01071
H -1.40640 -0.95200 1.49013
C -2.58359 3.27355 0.25164
H -2.02292 3.75913 1.05763
H -2.70944 3.98257 -0.57431
H -3.58207 3.00323 0.61511
C -2.68257 1.50090 -1.49383
H -2.36693 0.50238 -1.82259
H -3.74325 1.44538 -1.23633
H -2.53457 2.20452 -2.32229
C 3.14702 -0.79740 0.29872
H 2.74471 -0.13279 1.07306
H 3.88611 -1.45539 0.76665
H 3.64107 -0.20089 -0.46917
C 2.51162 -1.12432 -2.81900
H 2.75928 -0.08149 -2.59685
H 3.45292 -1.66757 -2.96072
H 1.94744 -1.16719 -3.75194
C -0.22663 -2.84150 -3.06700
H -0.04903 -2.07286 -3.82422
H 0.08549 -3.80858 -3.47649
H -1.29996 -2.89140 -2.85614
C -0.99628 -3.85352 -0.16231
H -1.90256 -3.49299 -0.65717
H -0.80705 -4.87468 -0.51098
H -1.16051 -3.87777 0.91610
C 1.14947 -2.57519 1.91920
H 0.31251 -3.19212 2.26177
H 2.09102 -3.05781 2.21992
H 1.10831 -1.59081 2.41174
C -0.04068 0.99130 -1.42580
C -0.47134 2.12588 -0.59002
C 0.21986 1.23177 -2.77771
C -0.08644 3.46049 -1.11857
H 0.25377 1.75234 0.21656
C 0.27272 2.52022 -3.29139
H 0.34527 0.39546 -3.46011
C 0.23315 3.61911 -2.42558
H -0.19742 4.31998 -0.45816
H 0.38124 2.69312 -4.36104
H 0.43319 4.61431 -2.82301
C -0.43489 1.67258 4.24169
C 0.68674 0.81756 3.72932
C 1.20341 -0.16773 4.74139
O 1.13599 0.90803 2.58303
H -0.27708 1.90246 5.29813
H -1.37748 1.12140 4.15188
H -0.50065 2.59606 3.66786
H 0.49921 -1.00585 4.82910
H 2.18359 -0.54559 4.44511
H 1.27765 0.31225 5.72305
```

gap between HOMO and LUMO (spin up / spin down) = 7.40 / 5.34 eV
energy above the lowest of the compared OMol25 structures with the same formula, charge and spin = 0.00 kcal/mol
multiplicity = 6
E = -1114.5781 hartree
expectation value of S² = 8.773
HOMO energy (spin up / spin down) = -0.3445 / -0.4333 Ha
net charge = +1